{"formula": "C20H44NO10S5", "method": "ωB97M-V/def2-TZVPD", "species": ["N", "H", "H", "H", "H", "C", "C", "C", "S", "O", "O", "C", "H", "H", "H", "H", "H", "H", "H", "H", "C", "C", "C", "S", "O", "O", "C", "H", "H", "H", "H", "H", "H", "H", "H", "C", "C", "C", "S", "O", "O", "C", "H", "H", "H", "H", "H", "H", "H", "H", "C", "C", "C", "S", "O", "O", "C", "H", "H", "H", "H", "H", "H", "H", "H", "C", "C", "C", "S", "O", "O", "C", "H", "H", "H", "H", "H", "H", "H", "H"], "coordinates": [[0.84080, 1.64260, -0.59974], [1.43080, 0.91860, -0.64274], [1.39780, 2.41960, -0.74574], [0.28880, 1.44760, 0.19326], [0.26480, 1.80660, -1.48874], [0.56180, 2.85260, -6.32574], [1.81280, 2.43460, -7.00074], [2.89480, 2.06560, -5.82174], [1.83480, 1.17660, -4.67374], [2.06780, 1.39460, -3.34074], [1.57180, -0.08640, -5.23174], [0.35780, 2.17660, -5.01674], [-0.21820, 2.97560, -6.93774], [0.82380, 3.96860, -5.83474], [2.36380, 3.19660, -7.71874], [1.58080, 1.57460, -7.73574], [3.11580, 2.83860, -5.31874], [3.76580, 1.52060, -6.30774], [0.05780, 2.84160, -4.21974], [-0.49220, 1.39560, -4.97774], [-4.40720, 0.56660, 1.92726], [-4.94820, 1.93760, 2.07626], [-3.73020, 2.82360, 2.73726], [-2.16720, 2.08960, 2.34026], [-1.50020, 1.80360, 3.56126], [-1.42120, 2.70760, 1.28926], [-2.75020, 0.56660, 1.71126], [-4.92720, -0.11040, 1.24526], [-4.56720, 0.18660, 2.98026], [-5.82420, 2.10660, 2.73726], [-5.17620, 2.22060, 1.08626], [-3.41820, 2.68960, 3.93626], [-3.79520, 3.63060, 2.29726], [-2.29120, -0.39240, 2.23326], [-2.82520, 0.55160, 0.74026], [-0.63920, -3.49140, -2.50774], [-2.06720, -3.29240, -2.05874], [-2.33920, -1.79140, -1.83374], [-1.29420, -1.01740, -3.07374], [-0.37520, -0.15740, -2.42374], [-2.18620, -0.41840, -4.06874], [-0.38120, -2.45740, -3.60474], [-0.67120, -4.41840, -3.02174], [0.17180, -3.35940, -1.70874], [-2.52620, -3.73940, -1.10074], [-2.62520, -3.59140, -2.92874], [-2.16620, -1.53840, -0.88874], [-3.49420, -1.37740, -1.95774], [0.61880, -2.25740, -3.85974], [-0.83120, -2.81540, -4.66174], [3.33680, 0.52960, 5.05326], [4.59880, 0.33460, 4.18926], [4.18480, 0.48660, 2.73726], [2.89180, 1.71060, 2.74226], [1.71180, 1.10360, 2.16726], [3.38280, 2.92560, 2.30626], [2.56180, 1.78560, 4.51626], [3.60380, 0.56960, 6.18626], [2.55180, -0.19940, 4.95426], [5.20680, -0.58740, 4.23026], [5.45680, 1.23160, 4.31426], [3.97080, -0.49240, 2.33726], [5.03180, 0.92860, 2.29026], [1.45780, 1.92760, 4.58126], [3.24780, 2.65360, 4.99226], [-0.18320, -2.44340, 3.75226], [-0.84520, -3.78040, 3.29026], [-1.41220, -3.43040, 1.83826], [0.00180, -2.56640, 1.22826], [-0.38120, -1.34040, 0.67326], [0.73980, -3.47540, 0.43326], [0.84780, -2.16340, 2.77326], [0.20880, -2.70340, 4.81126], [-0.98420, -1.63740, 3.88826], [-1.89720, -3.78940, 3.69226], [-0.24620, -4.64240, 3.52126], [-2.32620, -2.85640, 1.99726], [-1.59820, -4.26340, 1.35426], [1.40480, -1.14640, 2.61426], [1.70780, -2.88540, 3.08026]], "mulliken_charge": [0.02, 0.31, 0.39, 0.00, 0.24, -0.71, -0.54, -0.98, 1.10, -0.64, -0.60, -0.29, 0.48, 0.16, 0.34, 0.29, 0.58, 0.34, 0.41, 0.06, -0.83, -0.66, -1.09, 1.47, -0.73, -0.74, 0.03, 0.48, 0.31, 0.35, 0.34, 0.32, 0.65, -0.42, 0.38, -0.27, -0.78, 0.38, 1.14, -0.45, -0.78, -0.89, 0.45, 0.02, 0.26, 0.43, -0.61, 0.33, 0.56, 0.33, -0.32, -0.60, -0.69, 0.95, -0.38, -0.71, -0.61, 0.34, 0.06, 0.32, 0.24, 0.38, 0.48, 0.36, 0.28, -0.31, -0.86, -1.00, 1.07, -0.35, -0.81, 0.19, 0.41, 0.10, 0.33, 0.39, 0.32, 0.77, -0.57, 0.28], "homo_energy_ha": -0.4498, "charge": 1, "de_lowest_kj_mol": 237.0, "gap_ev": 10.4, "multiplicity": 1, "lumo_energy_ev": -1.9}

{"formula": "C6H16BrO3V", "method": "ωB97M-V/def2-TZVPD", "species": ["O", "V", "Br", "C", "C", "C", "O", "H", "H", "H", "H", "H", "H", "H", "H", "C", "C", "C", "O", "H", "H", "H", "H", "H", "H", "H", "H"], "coordinates": [[-2.91048, -0.48391, -3.49799], [-1.27335, -0.48287, -3.63194], [-0.74772, -0.26405, -1.04187], [-0.59455, 4.52808, -1.42791], [0.49549, 3.42659, -1.11109], [1.86439, 3.98707, -0.79088], [-0.04327, 2.92471, 0.10890], [-1.53087, 4.10373, -1.79032], [-0.28683, 5.19081, -2.23673], [-0.85913, 5.15908, -0.57943], [0.55967, 2.60269, -1.82184], [2.54163, 3.16974, -0.54305], [1.84962, 4.74582, -0.00845], [2.35569, 4.53344, -1.59598], [-0.20107, 2.01709, -0.16118], [-0.58847, -4.87656, 2.46078], [-0.34738, -3.43477, 1.88394], [0.91511, -3.33115, 1.06172], [-1.40662, -3.08931, 0.97345], [-1.35282, -4.97581, 3.23150], [0.33025, -5.22439, 2.93308], [-0.93305, -5.55126, 1.67710], [-0.37018, -2.70706, 2.69512], [0.93921, -2.28927, 0.74236], [1.00466, -3.97945, 0.19005], [1.80907, -3.47954, 1.66745], [-1.21900, -2.21947, 0.61321]], "mulliken_spin": [-0.37, 2.39, -0.02, 0.00, -0.01, 0.00, 0.00, 0.00, 0.00, 0.00, 0.01, 0.00, 0.00, 0.00, 0.00, 0.00, 0.00, 0.00, 0.00, 0.00, 0.00, 0.00, 0.00, 0.00, 0.00, 0.00, 0.00], "homo_energy_ha": [-0.3537, -0.3539], "gap_ev": [7.3, 7.2], "multiplicity": 3, "lumo_energy_ev": [-2.3, -2.4]}

{"formula": "C4H4O", "method": "ωB97M-V/def2-TZVPD", "species": ["O", "C", "C", "C", "C", "H", "H", "H", "H"], "coordinates": [[-2.90554, -0.34205, -0.19246], [-1.78509, -0.03309, 0.10638], [-0.09370, -0.25690, -0.26163], [1.02549, -0.81412, -0.48007], [1.08937, 0.56545, 0.16433], [-1.64401, 0.59447, 0.96641], [1.62796, -1.53650, -0.96596], [1.37681, 1.27621, -0.48395], [1.30871, 0.54653, 1.14695]], "mulliken_charge": [-0.41, 0.12, 0.05, -0.20, -0.73, 0.25, 0.36, 0.27, 0.29], "homo_energy_ha": -0.3633, "smiles": "O=CC1=CC1", "de_lowest_kj_mol": 374.0, "gap_ev": 10.1, "multiplicity": 1, "lumo_energy_ev": 0.2}

{"formula": "C2H7N3S", "method": "ωB97M-V/def2-TZVPD", "species": ["H", "N", "C", "N", "N", "C", "S", "H", "H", "H", "H", "H", "H"], "coordinates": [[2.02501, -0.03771, 1.38885], [1.25716, 0.65423, 1.67260], [0.35626, 0.68274, 0.74022], [-0.76374, 1.50702, 0.78542], [0.32469, -0.18065, -0.37265], [-0.92327, -0.71287, -0.92646], [1.62885, -1.12967, -0.88180], [-0.38028, 2.40853, 1.18400], [-1.10837, 1.62417, -0.13285], [-0.88650, -0.43195, -2.04999], [-1.09224, -1.82029, -0.74694], [-1.86020, -0.27043, -0.48522], [1.42264, -2.29311, -0.17517]], "mulliken_charge": [0.22, -0.72, 0.67, -0.56, -0.11, -0.91, -0.23, 0.31, 0.24, 0.30, 0.30, 0.36, 0.15], "homo_energy_ha": -0.3306, "smiles": "[H]/N=C(/N)N(C)S", "de_lowest_kj_mol": 81.7, "gap_ev": 9.7, "multiplicity": 1, "lumo_energy_ev": 0.7}

{"formula": "C4H16N8O4", "method": "ωB97M-V/def2-TZVPD", "species": ["N", "C", "N", "O", "H", "H", "H", "H", "N", "C", "N", "O", "H", "H", "H", "H", "N", "C", "N", "O", "H", "H", "H", "H", "N", "C", "N", "O", "H", "H", "H", "H"], "coordinates": [[-2.55337, 0.40690, 2.49152], [-3.18760, 1.61659, 2.30955], [-4.30891, 1.72048, 3.07954], [-2.76542, 2.48735, 1.58095], [-3.05780, -0.29500, 3.00247], [-1.58639, 0.28724, 2.24436], [-4.69682, 0.86698, 3.43933], [-4.85088, 2.56139, 3.05953], [-0.74032, -0.11837, -1.11205], [0.16174, 0.58746, -0.38364], [1.17738, 1.09147, -1.11357], [0.07363, 0.70650, 0.83630], [-0.84635, 0.03071, -2.10224], [-1.60761, -0.36318, -0.66398], [1.14155, 0.94712, -2.11634], [1.93648, 1.59467, -0.69718], [1.28237, 0.30389, 3.35549], [2.15818, -0.73174, 3.42418], [2.65521, -1.10811, 2.19630], [2.47638, -1.33020, 4.44196], [0.93593, 0.72004, 4.19790], [0.77231, 0.39019, 2.47678], [2.13694, -0.83768, 1.37641], [3.14527, -1.98258, 2.15847], [0.54937, -1.71343, -3.90047], [1.43918, -0.79523, -4.39070], [1.66378, -0.89779, -5.73517], [2.02176, -0.00519, -3.66679], [0.06462, -2.33106, -4.52196], [0.63927, -1.85737, -2.90925], [2.30570, -0.21975, -6.10631], [1.46442, -1.73227, -6.25138]], "mulliken_charge": [-0.30, 0.57, -0.40, -0.59, 0.15, 0.23, 0.16, 0.22, -0.39, 0.54, -0.31, -0.80, 0.24, 0.21, 0.14, 0.20, -0.31, 0.52, -0.42, -0.65, 0.20, 0.36, 0.21, 0.22, -0.41, 0.64, -0.43, -0.68, 0.18, 0.26, 0.25, 0.18], "homo_energy_ha": -0.3302, "smiles": "NC(N)=O.NC(N)=O.NC(N)=O.NC(N)=O", "de_lowest_kj_mol": 37.4, "gap_ev": 9.2, "multiplicity": 1, "lumo_energy_ev": 0.2}

{"formula": "C3H7FSi", "method": "ωB97M-V/def2-TZVPD", "species": ["C", "C", "C", "F", "Si", "H", "H", "H", "H", "H", "H", "H"], "coordinates": [[-0.38019, -0.24801, -1.80769], [-0.41998, 0.46519, -0.69817], [0.46653, -1.27154, 2.29694], [-0.86603, -1.43549, 2.12974], [1.16280, 0.66101, 0.16986], [-1.30641, -0.55028, -2.16730], [0.51369, -0.32933, -2.43304], [-1.30504, 0.28207, -0.03962], [1.03127, -2.29610, 2.16398], [0.51145, -0.95002, 3.29595], [1.24401, 2.00651, 0.91086], [2.23210, -0.06000, -0.49056]], "mulliken_charge": [-0.62, -0.15, -0.36, -0.25, 0.44, 0.27, 0.23, 0.27, 0.15, 0.20, -0.08, -0.10], "homo_energy_ha": -0.2885, "de_lowest_kj_mol": 278.8, "gap_ev": 7.7, "multiplicity": 1, "lumo_energy_ev": -0.2}

{"formula": "C4H2I2O2", "method": "ωB97M-V/def2-TZVPD", "species": ["O", "C", "O", "C", "C", "I", "C", "I", "H", "H"], "coordinates": [[-2.20023, -2.04028, -2.01666], [-1.30417, -1.68488, -1.33900], [-1.18650, -0.42055, -0.83490], [-0.07507, -0.34122, 0.02801], [0.57059, -1.65578, 0.08473], [2.40945, -1.94328, 1.02204], [-0.17966, -2.47661, -0.85920], [0.15160, -4.48782, -1.13116], [-0.40869, 0.04375, 1.16671], [0.75288, 0.50529, -0.22174]], "mulliken_charge": [-0.51, 0.45, -0.28, -0.30, -0.19, 0.22, -0.12, 0.20, 0.25, 0.27], "homo_energy_ha": -0.3387, "smiles": "O=C1OCC(I)=C1I", "de_lowest_kj_mol": 0.0, "gap_ev": 8.6, "multiplicity": 1, "lumo_energy_ev": -0.6}

{"formula": "C14H20N2", "method": "ωB97M-V/def2-TZVPD", "species": ["C", "C", "C", "C", "C", "C", "C", "C", "C", "C", "C", "C", "C", "N", "C", "N", "H", "H", "H", "H", "H", "H", "H", "H", "H", "H", "H", "H", "H", "H", "H", "H", "H", "H", "H", "H"], "coordinates": [[1.94863, -1.62171, -1.62804], [0.47168, -1.90590, -1.17408], [-0.58461, -1.55683, -2.19893], [-0.69228, -0.18932, -2.85706], [-1.11057, 0.86423, -1.90696], [0.07806, 1.44443, -1.11046], [-0.33669, 2.32933, 0.12945], [-0.56856, 1.46511, 1.32621], [-1.76437, 1.33887, 1.80517], [-2.05326, 0.43219, 2.88913], [-1.08003, -0.34689, 3.43336], [0.26402, -0.18646, 2.88227], [1.55655, -0.75494, 3.08234], [2.52192, -0.21461, 2.29238], [1.81085, 0.55701, 1.44323], [0.49461, 0.60566, 1.78583], [2.65806, -2.15620, -0.87348], [2.11416, -2.10053, -2.65519], [2.19795, -0.56045, -1.81052], [0.34995, -1.49540, -0.11705], [0.41275, -2.96285, -0.96578], [-0.32845, -2.30720, -2.98017], [-1.49330, -1.76458, -1.61391], [-1.36674, -0.46604, -3.74893], [0.36489, 0.00244, -3.24950], [-1.72624, 1.60076, -2.29742], [-1.68683, 0.31388, -1.08481], [0.78293, 2.06716, -1.83076], [0.65576, 0.57421, -0.80457], [0.41932, 3.05253, 0.45494], [-1.20944, 2.82210, -0.08467], [-2.64687, 1.84876, 1.41195], [-3.10783, 0.26564, 3.13002], [-1.12557, -0.94650, 4.30226], [1.61954, -1.44539, 3.90431], [2.16001, 1.39751, 0.71944]], "mulliken_charge": [-1.15, -0.12, -0.81, -0.54, -0.75, 0.86, -1.57, 0.73, -0.33, -0.51, -0.89, 0.75, -0.64, -0.73, 0.06, 0.29, 0.32, 0.38, 0.26, -0.09, 0.49, 0.39, 0.34, 0.27, 0.28, 0.49, 0.19, 0.22, -0.80, 0.39, 0.46, 0.33, 0.34, 0.43, 0.42, 0.25], "homo_energy_ha": -0.2842, "smiles": "CCCCCCCc1cccc2cncn12", "de_lowest_kj_mol": 346.4, "gap_ev": 8.5, "multiplicity": 1, "lumo_energy_ev": 0.8}

{"formula": "C3H5NO", "method": "ωB97M-V/def2-TZVPD", "species": ["C", "C", "N", "H", "H", "H", "C", "O", "H", "H"], "coordinates": [[0.90579, -1.03932, -0.66572], [1.03265, -0.78031, 0.59112], [0.99870, -0.34233, 1.73527], [0.72200, -0.51128, -1.58350], [1.19138, -2.01458, -0.96915], [-0.03665, -0.42037, 1.88765], [-1.17939, 1.23123, -0.22723], [-1.23953, 0.41734, -1.11390], [-2.05765, 1.55925, 0.34311], [-0.33731, 1.90036, 0.00235]], "mulliken_charge": [-0.89, 0.60, -0.56, 0.33, 0.25, 0.30, -0.23, -0.39, 0.28, 0.32], "homo_energy_ha": -0.3413, "smiles": "C=C=N.C=O", "de_lowest_kj_mol": 308.3, "gap_ev": 9.8, "multiplicity": 1, "lumo_energy_ev": 0.5}

{"formula": "C2H3BN2O2S", "method": "ωB97M-V/def2-TZVPD", "species": ["B", "C", "C", "N", "N", "O", "O", "S", "H", "H", "H"], "coordinates": [[0.98250, -0.43986, 0.62886], [-1.37596, 0.34560, -1.59910], [-0.27797, 0.32970, 0.39096], [-2.22066, 1.07321, -1.14904], [-2.51842, 1.61698, -0.05492], [2.16707, 0.23399, 0.79091], [1.10469, -1.84642, 0.83842], [-1.32543, 1.26290, 1.14292], [-1.27885, -0.34207, -2.39117], [2.87133, -0.08111, 0.17228], [1.87170, -2.15292, 1.22989]], "mulliken_charge": [0.42, -0.03, 0.02, 0.18, -0.60, -0.54, -0.54, 0.12, 0.35, 0.31, 0.30], "homo_energy_ha": [-0.3280, -0.3280], "de_lowest_kj_mol": 370.4, "gap_ev": [8.6, 8.6], "multiplicity": 1, "lumo_energy_ev": [-0.3, -0.3]}

{"formula": "C10H9FN2O2S2", "method": "ωB97M-V/def2-TZVPD", "species": ["O", "S", "O", "F", "N", "C", "C", "C", "C", "C", "C", "N", "S", "C", "C", "C", "C", "H", "H", "H", "H", "H", "H", "H", "H", "H"], "coordinates": [[-2.54127, -4.17371, 1.95353], [-3.03851, -3.62505, 0.76082], [-2.93747, -4.45854, -0.36278], [-4.43971, -3.06924, 0.99824], [-1.99601, -2.26170, 0.45476], [-1.47766, -2.09135, -0.76979], [-0.62857, -1.04941, -0.98865], [-0.29146, -0.16142, 0.04088], [0.67355, 0.94635, -0.21008], [1.42531, 1.47951, 0.85199], [2.32670, 2.46961, 0.60797], [2.52631, 2.98165, -0.61662], [3.68399, 4.26633, -0.88760], [1.81751, 2.48933, -1.63720], [0.90703, 1.48075, -1.47765], [-0.89302, -0.36090, 1.29385], [-1.73228, -1.41329, 1.46450], [-1.71063, -2.79070, -1.57139], [-0.18526, -0.87560, -1.96559], [1.25186, 1.05967, 1.83803], [2.91983, 2.85253, 1.43669], [4.88384, 3.63206, -0.75142], [1.98052, 2.86904, -2.64482], [0.37710, 1.09778, -2.34498], [-0.68065, 0.32356, 2.11041], [-2.22107, -1.61726, 2.41693]], "mulliken_charge": [-0.47, 1.13, -0.49, -0.11, -0.01, -0.30, -0.72, 1.31, 1.08, -0.64, -0.31, -0.13, -0.05, -0.23, -0.67, -0.66, -0.39, 0.49, 0.37, 0.40, 0.44, 0.24, 0.42, 0.39, 0.43, 0.46], "homo_energy_ha": -0.6310, "charge": 2, "gap_ev": 8.0, "multiplicity": 1, "lumo_energy_ev": -9.2}

{"formula": "C4H7NO", "method": "ωB97M-V/def2-TZVPD", "species": ["O", "C", "C", "C", "N", "C", "H", "H", "H", "H", "H", "H", "H"], "coordinates": [[0.21167, -0.19156, 1.99637], [-0.62386, -0.11820, 0.88034], [-0.45099, 1.14743, -0.03033], [0.17454, 0.25750, -1.11358], [1.25188, -0.48301, -0.42797], [-0.14542, -0.93358, -0.31196], [1.10837, -0.08070, 1.62888], [-1.63862, -0.33780, 1.20683], [0.15931, 1.95559, 0.38468], [-1.42918, 1.51959, -0.34886], [0.11044, 0.40051, -2.18946], [1.65309, -1.26328, -0.92490], [-0.42923, -1.90460, -0.70760]], "mulliken_charge": [-0.55, -0.43, -0.50, -0.22, -0.61, -0.12, 0.39, 0.40, 0.26, 0.28, 0.39, 0.24, 0.48], "homo_energy_ha": -0.3511, "smiles": "O[C@H]1C[C@H]2N[C@@H]12", "de_lowest_kj_mol": 276.8, "gap_ev": 10.6, "multiplicity": 1, "lumo_energy_ev": 1.0}

Looking at largest force on an atom for the records above, in order, we have 10.5; 5.2; 4.5; 2.9; 1.3; 3.6; 5.7; 4.0; 2.2; 5.0; 4.2; 1.1 eV/A.